[1]
DFT (the ωB97M-V functional and the def2-TZVPD basis) results for a 2-piece molecular cluster, C4H6O4 overall in a non-equilibrium geometry.

Properties
Gap between HOMO and LUMO = 0.2790 Ha
E_tot = -456.98628 Ha
Charge = -2

Geometry (Å):
C -1.400 -1.096 0.539
C -1.624 -0.142 1.663
O -2.273 -0.601 2.658
O -1.236 1.061 1.611
H -0.944 -2.060 0.784
H -0.905 -0.592 -0.293
H -2.413 -1.315 0.112
C 1.266 0.812 -0.358
C 1.823 0.370 -1.828
O 2.615 1.213 -2.294
O 1.416 -0.714 -2.320
H 0.366 1.375 -0.581
H 2.038 1.575 -0.147
H 1.270 0.114 0.455

So, what does the Löwdin scheme give us? The charges, in e, come out as: atom 1 (C): -0.07, atom 2 (C): -0.81, atom 3 (O): -0.18, atom 4 (O): -0.12, atom 5 (H): 0.06, atom 6 (H): 0.04, atom 7 (H): 0.07, atom 8 (C): -0.06, atom 9 (C): -0.78, atom 10 (O): -0.15, atom 11 (O): -0.14, atom 12 (H): 0.05, atom 13 (H): 0.04, atom 14 (H): 0.04



[2]
DFT (the ωB97M-V functional and the def2-TZVPD basis) results for a 2-piece molecular cluster, C6H15ClOSi2 overall in a non-equilibrium geometry.

Properties
Gap between HOMO and LUMO = 0.3132 Ha
E_tot = -1352.03788 Ha

Geometry (Å):
C 2.318 -2.164 -0.829
C 2.312 -1.579 0.351
C 2.702 0.580 2.616
C -2.690 2.199 -0.612
C -1.666 -0.816 -1.740
C -1.459 -0.303 1.147
O -0.103 1.254 -0.786
Si 2.834 0.091 0.944
Si -1.621 0.652 -0.479
Cl 3.687 1.044 -0.645
H 2.127 -3.197 -0.951
H 2.581 -1.702 -1.810
H 2.069 -2.198 1.174
H 2.874 1.561 3.015
H 0.008 2.152 -1.172
H 2.163 -0.045 3.296
H -3.080 2.337 -1.620
H -3.576 1.892 -0.090
H -2.055 3.084 -0.253
H -2.276 -1.648 -1.339
H -2.238 -0.426 -2.549
H -0.605 -1.207 -1.930
H -0.770 -1.120 0.874
H -1.021 0.218 2.055
H -2.514 -0.659 1.331

So, what does the Löwdin scheme give us? The charges, in e, come out as: atom 1 (C): -0.07, atom 2 (C): -0.33, atom 3 (C): -0.23, atom 4 (C): -0.16, atom 5 (C): -0.17, atom 6 (C): -0.18, atom 7 (O): -0.23, atom 8 (Si): 0.27, atom 9 (Si): 0.39, atom 10 (Cl): 0.31, atom 11 (H): 0.04, atom 12 (H): 0.07, atom 13 (H): 0.04, atom 14 (H): -0.04, atom 15 (H): 0.07, atom 16 (H): -0.05, atom 17 (H): 0.02, atom 18 (H): 0.01, atom 19 (H): 0.07, atom 20 (H): 0.02, atom 21 (H): -0.01, atom 22 (H): 0.05, atom 23 (H): 0.02, atom 24 (H): 0.05, atom 25 (H): 0.04



[3]
DFT (the ωB97M-V functional and the def2-TZVPD basis) results for the molecule C2H5N3OS in a non-equilibrium geometry.

Properties
Gap between HOMO and LUMO = 0.3729 Ha
E_tot = -716.90367 Ha

Geometry (Å):
C -1.092 0.130 0.915
C 2.017 -0.323 -0.960
H -2.447 -1.028 0.046
H -1.112 -0.629 -1.051
H -1.113 0.592 2.766
H 0.907 1.344 -1.479
H 2.128 -1.018 -0.103
N -1.712 -0.376 -0.223
N -1.672 0.118 2.063
N 0.999 0.607 -0.755
O 2.620 -0.402 -2.014
S 0.477 0.985 0.795

So, what does the Löwdin scheme give us? The charges, in e, come out as: atom 1 (C): -0.79, atom 2 (C): -0.40, atom 3 (H): 0.10, atom 4 (H): 0.10, atom 5 (H): 0.01, atom 6 (H): 0.12, atom 7 (H): 0.13, atom 8 (N): 0.06, atom 9 (N): 0.04, atom 10 (N): -0.36, atom 11 (O): 0.03, atom 12 (S): 0.96



[4]
DFT (the ωB97M-V functional and the def2-TZVPD basis) results for the molecule C2H4O2 in a non-equilibrium geometry.

Properties
Gap between HOMO and LUMO = 0.4074 Ha
E_tot = -229.03675 Ha

Geometry (Å):
C 0.895 0.103 -0.496
C -0.040 -0.937 0.247
H -0.777 1.165 -0.041
H 1.732 0.274 0.274
H 1.223 -0.065 -1.634
H 0.398 -1.932 0.322
O 0.133 1.301 -0.465
O -1.096 -0.605 0.787

So, what does the Löwdin scheme give us? The charges, in e, come out as: atom 1 (C): -0.21, atom 2 (C): -0.19, atom 3 (H): 0.10, atom 4 (H): 0.14, atom 5 (H): 0.16, atom 6 (H): 0.11, atom 7 (O): -0.14, atom 8 (O): 0.03



[5]
DFT (the ωB97M-V functional and the def2-TZVPD basis) results for C5H5NO2 as an isolated structure in a non-equilibrium geometry.

Properties
Gap between HOMO and LUMO = 0.3937 Ha
E_tot = -398.56303 Ha

Geometry (Å):
C 0.778 0.587 0.349
C 0.669 -0.785 0.499
C 0.218 0.293 -1.135
C -1.098 -0.070 -0.750
C -0.937 -0.876 0.429
H 1.338 -1.255 1.384
H 0.605 0.766 -2.040
H -1.723 -0.410 -1.612
H -1.087 1.123 0.741
H -1.416 -1.960 0.256
N -1.730 0.242 0.515
O 0.930 1.569 1.048
O 1.147 -0.927 -0.883

So, what does the Löwdin scheme give us? The charges, in e, come out as: atom 1 (C): -0.36, atom 2 (C): -0.18, atom 3 (C): -0.07, atom 4 (C): -0.31, atom 5 (C): -0.21, atom 6 (H): 0.21, atom 7 (H): 0.16, atom 8 (H): 0.16, atom 9 (H): 0.16, atom 10 (H): 0.20, atom 11 (N): 0.12, atom 12 (O): 0.13, atom 13 (O): -0.02



[6]
DFT (the ωB97M-V functional and the def2-TZVPD basis) results for the molecule C4H7NO2.

Properties
Gap between HOMO and LUMO = 0.3854 Ha
E_tot = -361.75436 Ha

Geometry (Å):
O -1.417 1.312 1.703
N -0.179 1.536 1.102
C 0.000 0.758 0.120
C 1.265 0.482 -0.665
C 0.787 -0.994 -0.661
C -0.658 -0.480 -0.486
O -1.614 -1.272 0.136
H -1.435 1.982 2.398
H 2.221 0.720 -0.195
H 1.225 0.928 -1.666
H 1.110 -1.454 0.282
H 0.995 -1.673 -1.489
H -1.077 -0.190 -1.458
H -1.184 -1.739 0.860

So, what does the Löwdin scheme give us? The charges, in e, come out as: atom 1 (O): -0.06, atom 2 (N): 0.05, atom 3 (C): -0.27, atom 4 (C): -0.10, atom 5 (C): -0.11, atom 6 (C): -0.33, atom 7 (O): 0.01, atom 8 (H): 0.09, atom 9 (H): 0.11, atom 10 (H): 0.12, atom 11 (H): 0.12, atom 12 (H): 0.11, atom 13 (H): 0.16, atom 14 (H): 0.10



[7]
DFT (the ωB97M-V functional and the def2-TZVPD basis) results for F2H48O24Y as an isolated structure in a non-equilibrium geometry.

Properties
Gap between HOMO and LUMO = 0.3942 Ha
E_tot = -2072.72437 Ha
Charge = +1

Geometry (Å):
Y 1.630 -0.404 -0.104
F 0.237 -1.734 -1.060
F 2.332 1.642 -0.108
O 0.556 -4.008 0.392
H 0.433 -3.941 -0.571
H 0.076 -4.760 0.751
O 2.576 -0.188 2.111
H 2.173 0.107 2.925
H 3.388 0.286 2.091
O 0.648 1.002 4.281
H -0.030 0.565 3.770
H 0.863 1.854 3.966
O -2.869 -4.140 3.166
H -2.865 -4.410 4.118
H -2.782 -3.210 3.218
O 2.589 3.860 -3.380
H 3.380 4.323 -3.266
H 2.597 3.048 -2.947
O -4.477 1.683 0.050
H -5.410 1.869 0.287
H -4.199 2.199 -0.691
O 5.741 -2.446 1.061
H 6.550 -2.151 0.609
H 5.821 -3.398 1.279
O 1.873 2.874 2.806
H 2.085 3.717 3.204
H 2.116 2.988 1.839
O -0.062 3.248 -2.493
H -0.462 3.485 -1.599
H -0.068 4.164 -2.823
O 3.003 -2.422 0.191
H 2.767 -3.265 0.617
H 3.960 -2.386 0.161
O -2.782 -1.370 3.585
H -2.832 -0.814 4.370
H -3.465 -1.035 3.020
O -1.603 3.607 -0.115
H -2.087 3.210 -0.875
H -1.372 4.519 -0.188
O -2.798 -5.253 0.555
H -2.982 -4.849 1.431
H -2.295 -6.073 0.774
O 3.906 -0.369 -1.251
H 3.410 -0.021 -1.947
H 4.476 0.431 -1.052
O -1.427 -0.123 -2.699
H -0.962 -0.653 -2.056
H -2.303 -0.574 -2.741
O -4.124 -1.526 -3.391
H -3.880 -2.139 -2.690
H -3.758 -1.926 -4.197
O 4.041 7.515 3.398
H 4.966 8.001 3.457
H 4.515 6.719 3.782
O 0.068 -1.637 1.691
H 0.014 -2.485 1.238
H -0.850 -1.432 1.864
O 1.578 0.322 -2.470
H 1.400 1.207 -2.615
H 0.967 -0.309 -3.186
O -2.468 -2.822 -1.005
H -1.586 -3.085 -1.341
H -2.853 -3.616 -0.529
O -2.739 2.410 -2.148
H -2.158 1.675 -2.412
H -2.746 3.075 -2.856
O 0.561 -0.748 -4.741
H 0.602 -1.712 -4.569
H -0.331 -0.436 -4.746
O -2.680 -0.303 0.514
H -2.489 -1.062 -0.084
H -3.309 0.374 0.260
O -0.291 0.888 0.676
H -1.193 0.568 0.538
H -0.310 1.800 0.901

So, what does the Löwdin scheme give us? The charges, in e, come out as: atom 1 (Y): 1.62, atom 2 (F): -0.48, atom 3 (F): -0.51, atom 4 (O): -0.05, atom 5 (H): 0.06, atom 6 (H): 0.06, atom 7 (O): -0.07, atom 8 (H): 0.04, atom 9 (H): 0.06, atom 10 (O): -0.03, atom 11 (H): 0.03, atom 12 (H): -0.03, atom 13 (O): -0.05, atom 14 (H): 0.09, atom 15 (H): -0.03, atom 16 (O): 0.00, atom 17 (H): 0.01, atom 18 (H): -0.02, atom 19 (O): -0.03, atom 20 (H): 0.09, atom 21 (H): 0.00, atom 22 (O): -0.05, atom 23 (H): 0.07, atom 24 (H): 0.07, atom 25 (O): -0.06, atom 26 (H): 0.05, atom 27 (H): 0.07, atom 28 (O): -0.08, atom 29 (H): 0.03, atom 30 (H): 0.06, atom 31 (O): -0.11, atom 32 (H): 0.08, atom 33 (H): 0.01, atom 34 (O): -0.03, atom 35 (H): 0.07, atom 36 (H): 0.04, atom 37 (O): -0.06, atom 38 (H): -0.01, atom 39 (H): 0.04, atom 40 (O): -0.08, atom 41 (H): 0.01, atom 42 (H): 0.07, atom 43 (O): -0.07, atom 44 (H): -0.03, atom 45 (H): 0.12, atom 46 (O): -0.06, atom 47 (H): -0.02, atom 48 (H): 0.04, atom 49 (O): -0.05, atom 50 (H): 0.01, atom 51 (H): 0.06, atom 52 (O): -0.14, atom 53 (H): 0.10, atom 54 (H): 0.04, atom 55 (O): -0.08, atom 56 (H): 0.00, atom 57 (H): 0.02, atom 58 (O): -0.16, atom 59 (H): -0.02, atom 60 (H): 0.13, atom 61 (O): -0.08, atom 62 (H): 0.04, atom 63 (H): 0.05, atom 64 (O): -0.05, atom 65 (H): 0.04, atom 66 (H): 0.09, atom 67 (O): -0.02, atom 68 (H): 0.09, atom 69 (H): 0.04, atom 70 (O): -0.05, atom 71 (H): 0.03, atom 72 (H): 0.00, atom 73 (O): -0.09, atom 74 (H): 0.01, atom 75 (H): 0.04



[8]
DFT (the ωB97M-V functional and the def2-TZVPD basis) results for a 5-piece molecular cluster, C39H45F7IN3O2P overall in a non-equilibrium geometry.

Properties
Gap between HOMO and LUMO = 0.2520 Ha
E_tot = -3165.78505 Ha
Charge = +1

Geometry (Å):
C 2.064 -0.856 2.223
C 1.113 -2.060 2.172
C 1.655 -3.296 1.427
C 1.191 -3.510 -0.052
C 0.693 -2.293 -0.744
C 1.626 -1.374 -1.320
I 3.676 -1.812 -1.186
C 1.156 -0.242 -1.982
C 2.059 0.808 -2.642
F 2.938 0.231 -3.462
F 2.703 1.459 -1.661
C 1.304 1.854 -3.492
F 0.471 1.184 -4.318
F 0.558 2.627 -2.702
C 2.230 2.745 -4.383
F 3.338 3.040 -3.744
F 1.576 3.854 -4.668
F 2.519 2.113 -5.497
N -0.177 -0.026 -2.029
C -1.109 -0.834 -1.507
C -2.502 -0.329 -1.667
C -2.989 0.468 -0.425
C -1.884 0.908 0.514
N -2.469 1.700 1.622
C -0.692 -2.019 -0.871
P -1.933 -3.190 -0.206
N -3.382 -2.667 -0.166
O -1.339 -3.609 1.220
O -1.791 -4.467 -1.143
H 3.086 -1.214 2.234
H 1.876 -0.258 3.107
H 1.940 -0.192 1.371
H 0.965 -2.369 3.203
H 0.132 -1.766 1.813
H 2.737 -3.302 1.461
H 1.322 -4.171 1.970
H 0.438 -4.282 -0.036
H 2.015 -3.922 -0.629
H -0.534 0.807 -2.481
H -2.496 0.357 -2.514
H -3.177 -1.145 -1.883
H -3.474 1.366 -0.786
H -3.687 -0.140 0.129
H -1.345 0.051 0.929
H -1.147 1.542 0.019
H -1.813 2.437 1.848
H -2.507 1.088 2.426
H -3.777 -2.609 0.762
H -2.018 -4.118 1.682
H -1.139 -4.379 -1.850
C -4.784 2.410 -7.091
C -5.377 2.979 -5.972
C -4.682 3.044 -4.774
C -3.390 2.544 -4.698
C -2.794 1.977 -5.817
C -3.492 1.907 -7.013
H -5.327 2.360 -8.025
H -6.383 3.373 -6.035
H -5.146 3.484 -3.901
H -2.843 2.603 -3.763
H -1.783 1.592 -5.759
H -3.030 1.465 -7.886
C 0.241 4.772 2.044
C 0.965 5.369 1.020
C 0.494 6.532 0.425
C -0.698 7.099 0.857
C -1.421 6.503 1.881
C -0.952 5.339 2.473
H 0.610 3.867 2.513
H 1.900 4.933 0.691
H 1.057 6.998 -0.372
H -1.061 8.008 0.396
H -2.348 6.946 2.218
H -1.515 4.872 3.271
C -1.782 1.280 7.029
C -0.596 1.979 6.852
C 0.153 1.798 5.698
C -0.288 0.920 4.718
C -1.475 0.222 4.895
C -2.223 0.400 6.050
H -2.364 1.422 7.929
H -0.255 2.666 7.615
H 1.080 2.341 5.563
H 0.294 0.780 3.814
H -1.818 -0.464 4.129
H -3.149 -0.144 6.187
C 4.881 -5.452 0.162
C 4.433 -6.733 -0.129
C 4.902 -7.813 0.605
C 5.815 -7.609 1.631
C 6.261 -6.328 1.922
C 5.795 -5.248 1.186
H 4.514 -4.608 -0.410
H 3.721 -6.892 -0.929
H 4.560 -8.813 0.376
H 6.181 -8.451 2.204
H 6.973 -6.171 2.722
H 6.148 -4.248 1.410

So, what does the Löwdin scheme give us? The charges, in e, come out as: atom 1 (C): -0.09, atom 2 (C): -0.24, atom 3 (C): -0.17, atom 4 (C): -0.20, atom 5 (C): -0.20, atom 6 (C): -0.48, atom 7 (I): 1.21, atom 8 (C): -0.10, atom 9 (C): -0.44, atom 10 (F): 0.12, atom 11 (F): 0.14, atom 12 (C): -0.35, atom 13 (F): 0.15, atom 14 (F): 0.17, atom 15 (C): -0.59, atom 16 (F): 0.22, atom 17 (F): 0.21, atom 18 (F): 0.22, atom 19 (N): 0.20, atom 20 (C): -0.17, atom 21 (C): -0.11, atom 22 (C): -0.15, atom 23 (C): -0.28, atom 24 (N): 0.04, atom 25 (C): -0.09, atom 26 (P): 0.52, atom 27 (N): -0.12, atom 28 (O): -0.13, atom 29 (O): -0.10, atom 30 (H): 0.07, atom 31 (H): 0.05, atom 32 (H): 0.06, atom 33 (H): 0.11, atom 34 (H): 0.07, atom 35 (H): 0.08, atom 36 (H): 0.11, atom 37 (H): 0.09, atom 38 (H): 0.06, atom 39 (H): 0.15, atom 40 (H): 0.11, atom 41 (H): 0.10, atom 42 (H): 0.12, atom 43 (H): 0.10, atom 44 (H): 0.10, atom 45 (H): 0.11, atom 46 (H): 0.05, atom 47 (H): 0.04, atom 48 (H): 0.02, atom 49 (H): 0.11, atom 50 (H): 0.09, atom 51 (C): -0.08, atom 52 (C): -0.08, atom 53 (C): -0.09, atom 54 (C): -0.11, atom 55 (C): -0.10, atom 56 (C): -0.09, atom 57 (H): 0.11, atom 58 (H): 0.11, atom 59 (H): 0.10, atom 60 (H): 0.08, atom 61 (H): 0.08, atom 62 (H): 0.10, atom 63 (C): -0.11, atom 64 (C): -0.10, atom 65 (C): -0.09, atom 66 (C): -0.09, atom 67 (C): -0.09, atom 68 (C): -0.10, atom 69 (H): 0.09, atom 70 (H): 0.10, atom 71 (H): 0.10, atom 72 (H): 0.10, atom 73 (H): 0.10, atom 74 (H): 0.10, atom 75 (C): -0.08, atom 76 (C): -0.08, atom 77 (C): -0.09, atom 78 (C): -0.11, atom 79 (C): -0.11, atom 80 (C): -0.09, atom 81 (H): 0.11, atom 82 (H): 0.11, atom 83 (H): 0.10, atom 84 (H): 0.07, atom 85 (H): 0.09, atom 86 (H): 0.10, atom 87 (C): -0.12, atom 88 (C): -0.10, atom 89 (C): -0.09, atom 90 (C): -0.08, atom 91 (C): -0.09, atom 92 (C): -0.10, atom 93 (H): 0.02, atom 94 (H): 0.10, atom 95 (H): 0.10, atom 96 (H): 0.11, atom 97 (H): 0.10, atom 98 (H): 0.10



[9]
DFT (the ωB97M-V functional and the def2-TZVPD basis) results for a 2-piece molecular cluster, C2H4N3OS overall in a non-equilibrium geometry.

Properties
Gap between HOMO and LUMO = 0.2720 Ha
E_tot = -716.20367 Ha
Charge = -1

Geometry (Å):
C -0.959 -0.032 0.277
C -2.129 -0.930 0.209
N -3.641 0.819 -0.075
N -1.215 1.182 -0.074
N -3.162 -0.203 0.149
O -0.247 2.180 0.121
S 2.246 0.465 0.196
H 0.071 -0.211 0.641
H -2.047 -1.810 0.713
H 1.595 -0.258 -0.841
H 0.662 1.637 0.284

So, what does the Löwdin scheme give us? The charges, in e, come out as: atom 1 (C): -0.21, atom 2 (C): -0.16, atom 3 (N): 0.20, atom 4 (N): -0.07, atom 5 (N): -0.18, atom 6 (O): -0.19, atom 7 (S): -0.05, atom 8 (H): -0.01, atom 9 (H): 0.05, atom 10 (H): -0.28, atom 11 (H): -0.10